# 1
This record from the Open Molecules 2025 dataset describes C30H29CoIN4O5 as an isolated structure in a non-equilibrium geometry. The level of theory is wB97M-V/def2-TZVPD.

Computed properties:
HOMO-LUMO gap (spin up / spin down) in eV: 3.77 / 3.79
E_LUMO (spin up / spin down) in eV: -1.905 / -1.888
HOMO energy (spin up / spin down) in eV: -5.67 / -5.68
Molecular weight in g/mol: 711.422
Total energy in hartree: -3436.13669
ΔE to the lowest compared entry with this formula, charge and spin in kJ/mol: 502.7

Geometry as ORCA input:
```
! wB97M-V def2-TZVPD RIJCOSX def2/J DEFGRID3
* xyz 0 2
I 3.49 0.21 0.24
Co 0.79 -0.05 0.01
O -0.43 2.09 -5.36
O 2.90 -4.23 6.11
O 2.59 -5.71 4.50
O -0.38 1.76 -0.04
O -0.31 -1.45 -0.48
N 0.55 -0.17 1.85
N 1.13 0.33 -1.83
N -0.41 2.63 1.04
N -3.50 2.60 -1.79
C 3.11 -1.71 -4.22
C 1.00 -2.54 2.08
C -3.09 2.40 -3.04
C -0.94 1.58 -2.34
C 2.57 -4.45 4.97
C -0.53 3.96 0.82
C 3.35 -0.61 -1.73
C 4.31 -1.84 -3.54
C 2.14 -0.41 -2.41
C 1.48 -3.60 2.82
C -0.98 4.29 3.15
C 2.12 -3.37 4.04
C -2.07 -2.92 -1.04
C -2.36 -1.23 0.79
C 2.05 -1.02 -3.67
C 0.04 0.80 2.62
C -1.68 -1.51 -0.55
C 0.26 0.92 -2.66
C -0.80 2.96 3.36
C -1.37 1.93 -1.02
C -1.59 1.50 -4.82
C 2.34 -2.05 4.45
C -0.79 4.82 1.84
C 1.13 -1.22 2.54
C -0.39 2.07 2.32
C 1.88 -1.00 3.71
C -1.88 1.87 -3.38
C 4.42 -1.30 -2.26
C -3.30 2.53 0.57
C -2.67 2.35 -0.78
H -1.43 0.42 -4.89
H -4.36 2.30 0.46
H -2.02 -1.94 1.55
H -2.06 -0.79 -1.30
H -1.56 -3.15 -1.97
H -0.93 2.54 4.35
H -3.44 -1.30 0.70
H 2.32 -5.77 3.58
H -1.26 4.95 3.96
H 1.12 -0.97 -4.21
H -2.47 1.76 -5.43
H -3.15 -2.97 -1.19
H 0.48 -2.71 1.15
H -3.83 2.64 -3.79
H -0.43 4.28 -0.21
H 2.10 0.02 4.01
H 1.29 -4.60 2.46
H 2.99 -2.16 -5.20
H -1.78 -3.66 -0.30
H -2.10 -0.23 1.13
H 5.14 -2.36 -3.98
H 0.50 0.89 -3.72
H -0.52 3.05 -5.31
H 5.33 -1.41 -1.69
H -0.85 5.88 1.66
H -2.88 1.86 1.32
H -3.22 3.56 0.93
H -0.05 0.56 3.68
H 2.88 -1.89 5.37
*
```

=====

# 2
This record from the Open Molecules 2025 dataset describes C30H29F10N7O7RuS3 as an isolated structure in a non-equilibrium geometry. The level of theory is wB97M-V/def2-TZVPD.

Computed properties:
HOMO-LUMO gap (spin up / spin down) in eV: 6.58 / 6.60
E_LUMO (spin up / spin down) in eV: -3.452 / -3.452
HOMO energy (spin up / spin down) in eV: -10.03 / -10.05
Molecular weight in g/mol: 986.855
Total energy in hartree: -4358.49256
ΔE to the lowest compared entry with this formula, charge and spin in kJ/mol: 45.2

Geometry as ORCA input:
```
! wB97M-V def2-TZVPD RIJCOSX def2/J DEFGRID3
* xyz 1 2
Ru -0.81 -0.64 0.32
S -1.30 -1.17 2.51
S 0.29 0.17 -2.91
S -1.20 2.27 -1.96
F -1.99 -1.18 -2.78
F -0.47 -0.38 5.54
F -2.28 3.62 -3.93
F -3.44 3.56 -2.10
F -1.18 1.54 6.24
F -2.53 0.19 5.24
F -1.53 -0.29 -4.70
F -0.48 -2.06 -4.07
F -3.35 1.81 -3.39
F 3.83 -1.20 5.38
O 1.43 0.00 -3.75
O 0.64 -3.43 -2.01
O -0.66 -2.53 -0.43
O 1.19 -1.07 1.21
O -1.77 1.34 -1.01
O -0.59 3.46 -1.45
O 0.49 -0.17 -1.49
N 5.15 -3.68 5.45
N -0.53 1.00 1.58
N -3.21 -2.26 -0.07
N 3.26 -4.57 1.07
N -0.35 1.58 -3.08
N -2.83 -0.98 0.14
N 5.51 -5.46 7.18
C 4.22 -4.10 3.25
C 5.04 -3.08 6.77
C 3.41 -3.74 2.17
C -2.66 2.85 -2.92
C -4.47 -2.47 0.30
C 3.66 -2.06 4.35
C 0.47 -3.02 -0.89
C 4.00 -5.80 0.96
C -0.90 1.27 3.92
C -0.58 2.61 3.80
C 1.55 -3.15 0.14
C -0.21 2.30 1.46
C 6.49 -5.61 6.05
C -3.89 1.06 1.13
C -0.23 3.13 2.56
C 5.62 -4.09 7.79
C 4.36 -3.27 4.35
C -1.28 0.66 5.24
C -1.01 -0.93 -3.66
C 6.44 -4.31 5.23
C -3.89 -0.37 0.70
C -0.88 0.48 2.76
C 1.76 -2.17 1.16
C 2.69 -2.54 2.22
C 2.31 -4.27 0.14
C -4.95 -1.28 0.80
C 2.83 -1.70 3.33
C -5.11 -3.81 0.17
C 5.49 -5.72 0.80
C 4.63 -6.11 -0.36
H 6.67 -3.93 7.99
H 5.93 -4.73 0.77
H -4.16 1.13 2.18
H 6.10 -6.48 1.27
H -6.18 -3.71 0.01
H 2.20 -5.00 -0.66
H 6.19 -6.48 5.47
H 4.57 -5.54 6.77
H 7.25 -3.64 5.55
H -0.61 3.24 4.68
H -2.52 -2.86 -0.50
H 4.74 -5.05 3.23
H -4.97 -4.40 1.08
H -5.93 -1.08 1.18
H 4.00 -2.89 6.99
H 5.07 -4.08 8.72
H 4.51 -5.39 -1.15
H 6.60 -4.52 4.18
H -2.93 1.53 0.96
H 0.06 2.66 0.48
H 2.28 -0.77 3.36
H 5.59 -2.14 6.87
H -4.69 -4.37 -0.67
H 5.62 -6.20 7.87
H -4.63 1.62 0.55
H 0.03 4.17 2.44
H 4.63 -7.15 -0.68
H 3.59 -6.62 1.54
H 7.47 -5.79 6.49
*
```

=====

# 3
This record from the Open Molecules 2025 dataset describes a 6-piece molecular cluster, C30H29F40O10P overall. The level of theory is wB97M-V/def2-TZVPD.

Computed properties:
HOMO-LUMO gap in eV: 10.66
E_LUMO in eV: -0.023
HOMO energy in eV: -10.68
SMILES string: FC(F)C(F)(F)COC(F)(F)C(F)F.FC(F)C(F)(F)COC(F)(F)C(F)F.FC(F)C(F)(F)COC(F)(F)C(F)F.FC(F)C(F)(F)COC(F)(F)C(F)F.FC(F)C(F)(F)COC(F)(F)C(F)F.O=COCCC(=O)OC[PH2]=O
Molecular weight in g/mol: 1340.446
Total energy in hartree: -6248.96519

Geometry as ORCA input:
```
! wB97M-V def2-TZVPD RIJCOSX def2/J DEFGRID3
* xyz 0 1
P -3.90 -0.57 3.62
F 1.56 11.92 -1.80
F -0.85 -3.73 -1.53
F -7.33 5.40 2.34
F -1.78 4.43 2.00
F -0.97 -1.71 -3.33
F -7.06 7.77 1.00
F -3.30 7.59 2.07
F -3.01 5.31 0.40
F 1.81 -2.34 0.28
F 0.12 10.91 -3.10
F 1.03 10.24 0.21
F 1.02 8.57 -4.15
F 7.74 -5.43 3.83
F 3.55 -10.35 -4.31
F -0.33 -1.92 0.57
F 4.98 -7.13 1.16
F -1.44 0.41 -3.42
F 4.61 -6.99 -0.99
F 1.47 -7.03 -4.46
F -1.27 7.01 1.49
F 1.87 9.28 -1.57
F 5.09 -5.72 3.65
F 0.22 -4.51 0.21
F -1.09 -6.63 -2.12
F 3.25 -4.66 -0.61
F 5.74 -3.76 4.38
F 7.17 -5.52 1.72
F 0.81 -5.24 -3.41
F -5.68 6.65 3.00
F 0.96 -7.26 -1.69
F 3.00 -8.68 -3.00
F -1.70 8.89 -3.23
F 5.37 -4.57 -0.15
F -3.57 -1.23 -2.90
F -2.67 -1.78 -0.98
F 1.01 -9.68 -4.84
F -1.79 6.72 -3.18
F -0.60 7.78 -5.40
F -5.14 7.09 0.19
F 1.15 -11.55 -3.73
O -4.84 0.38 4.26
O -2.36 1.42 2.48
O -0.37 -0.33 -1.66
O -5.30 4.79 1.79
O 3.84 -4.58 1.50
O 0.45 -9.77 -2.66
O -0.36 7.72 -1.86
O 2.75 -1.56 3.79
O 1.87 0.19 2.73
O -1.98 1.85 4.64
C -0.01 -7.29 -2.62
C -2.70 -0.84 -1.95
C 0.49 0.50 2.41
C -4.05 4.65 2.43
C -0.48 -8.73 -2.87
C 4.70 -3.80 2.31
C -0.05 1.64 3.29
C 0.61 -2.27 -0.36
C -1.53 1.62 3.56
C -2.83 5.28 1.74
C -6.32 6.68 0.71
C 0.42 -6.47 -3.84
C 0.33 -3.69 -0.86
C 0.45 11.15 -1.81
C 0.05 7.63 -4.23
C 2.78 -9.98 -3.26
C 4.20 -5.07 0.28
C 0.76 9.85 -1.07
C 0.75 -1.15 -1.40
C -1.32 -0.65 -2.58
C 4.17 -6.60 0.22
C -2.83 0.09 2.28
C 2.02 -0.62 3.79
C -0.36 8.81 -0.95
C 1.31 -10.21 -3.64
C 7.10 -4.77 2.84
C -0.96 7.79 -3.08
C 5.64 -4.55 3.27
C -6.11 5.87 1.99
C -2.35 6.64 2.23
H -3.04 0.11 -1.52
H 0.46 1.68 4.26
H 0.48 0.78 1.36
H -3.01 -1.21 4.50
H -0.41 -6.34 -4.54
H -1.34 9.28 -0.88
H -3.86 3.57 2.39
H -0.09 -0.42 2.55
H 4.03 -3.26 2.97
H -6.85 6.07 -0.03
H -2.02 -0.62 2.06
H -0.98 -8.82 -3.83
H 1.48 -0.47 -0.96
H 5.24 -3.05 1.73
H -3.47 0.11 1.38
H 1.44 -0.34 4.68
H -4.10 4.92 3.48
H 0.51 6.64 -4.19
H 3.03 -10.57 -2.38
H 1.20 -1.53 -2.32
H -4.56 -1.61 2.94
H -2.06 6.60 3.29
H 1.14 -4.04 -1.50
H 7.60 -3.81 2.68
H 0.17 2.60 2.79
H -1.23 -8.90 -2.10
H 3.15 -6.96 0.38
H -0.19 8.33 0.01
H -0.36 11.69 -1.32
*
```

=====

# 4
This record from the Open Molecules 2025 dataset describes a 2-piece molecular cluster, C30H29N3O4 overall in a non-equilibrium geometry. The level of theory is wB97M-V/def2-TZVPD.

Computed properties:
HOMO-LUMO gap in eV: 7.34
E_LUMO in eV: -0.609
HOMO energy in eV: -7.95
Molecular weight in g/mol: 495.579
Total energy in hartree: -1625.70617
ΔE to the lowest compared entry with this formula, charge and spin in kJ/mol: 443.0

Geometry as ORCA input:
```
! wB97M-V def2-TZVPD RIJCOSX def2/J DEFGRID3
* xyz 0 1
O -2.10 -2.83 -0.07
O -0.93 -1.78 3.49
O -1.80 2.82 3.31
O -0.60 0.33 -3.36
N 2.12 0.68 3.06
N 5.03 0.07 -4.04
N 0.00 0.77 3.43
C -4.55 -1.28 -1.18
C 1.61 -1.33 -2.00
C -0.83 -1.35 -1.56
C -3.24 -1.07 3.19
C 0.60 1.74 4.24
C -1.27 -0.32 -2.56
C 6.21 0.53 -3.32
C 3.41 0.31 2.55
C 2.49 -2.23 -2.64
C -3.69 1.31 3.17
C -4.13 -0.01 3.11
C -2.32 1.56 3.31
C -2.05 -1.93 -0.91
C -2.73 3.91 3.13
C -5.46 -0.44 -1.82
C -3.64 0.60 -3.08
C 0.42 -1.83 -1.35
C 3.61 -1.78 -3.32
C 3.06 0.50 -2.67
C 3.91 -0.40 -3.34
C 0.94 0.10 2.67
C -1.43 -3.15 3.47
C -5.00 0.51 -2.77
C 1.92 0.05 -2.03
C -3.20 -1.17 -1.48
C 4.89 0.65 -5.36
C -1.86 -0.81 3.31
C -2.75 -0.24 -2.42
C 1.93 1.68 4.01
C -1.40 0.51 3.36
H 7.11 0.14 -3.80
H -3.26 3.82 2.17
H -4.86 -2.03 -0.44
H -5.20 -0.21 3.00
H -3.47 3.95 3.94
H 3.93 1.19 2.14
H 2.75 2.24 4.42
H 3.91 0.38 -5.77
H 6.28 1.63 -3.33
H -3.25 1.31 -3.81
H -5.72 1.16 -3.27
H -2.14 -3.33 4.30
H 0.04 2.35 4.90
H -1.92 -3.37 2.51
H -6.52 -0.50 -1.60
H 3.28 -0.44 1.77
H 3.30 1.57 -2.68
H 0.51 -2.71 -0.71
H -3.61 -2.10 3.17
H 4.05 -0.10 3.35
H -2.10 4.80 3.14
H 2.24 -3.30 -2.62
H 6.17 0.18 -2.29
H 1.27 0.76 -1.53
H 4.99 1.75 -5.33
H 5.67 0.26 -6.02
H -0.53 -3.76 3.60
H -4.40 2.14 3.10
H 4.29 -2.46 -3.84
*
```

=====

# 5
This record from the Open Molecules 2025 dataset describes C30H30BCl3F4N3O4Si2W as an isolated structure in a non-equilibrium geometry. The level of theory is wB97M-V/def2-TZVPD.

Computed properties:
HOMO-LUMO gap (spin up / spin down) in eV: 4.16 / 5.01
E_LUMO (spin up / spin down) in eV: 2.123 / 2.113
HOMO energy (spin up / spin down) in eV: -2.03 / -2.90
Molecular weight in g/mol: 929.762
Total energy in hartree: -4077.76971

Geometry as ORCA input:
```
! wB97M-V def2-TZVPD RIJCOSX def2/J DEFGRID3
* xyz -1 3
W -8.83 -12.70 9.33
Cl -9.73 -16.53 13.01
Cl -10.01 -17.68 10.30
Cl -7.01 -16.08 11.01
Si -7.14 -10.81 6.79
Si -8.94 -16.22 11.21
F -12.25 -14.51 12.12
F -12.34 -13.20 13.96
F -9.57 -14.87 10.55
F -13.20 -12.52 11.89
O -10.28 -11.26 9.19
O -11.34 -8.88 8.42
O -8.11 -11.53 11.08
O -7.72 -13.94 8.14
N -9.63 -14.89 7.38
N -10.16 -13.80 8.08
N -7.46 -11.18 8.50
C -9.29 -11.15 13.12
C -5.05 -9.34 11.41
C -7.60 -15.92 6.74
C -4.53 -9.51 10.14
C -11.48 -13.67 8.14
C -12.12 -9.98 8.44
C -5.25 -10.22 9.16
C -12.18 -12.45 8.36
C -6.53 -10.74 9.45
C -5.61 -16.86 5.81
C -7.03 -8.91 6.50
C -6.21 -15.86 6.53
C -7.45 -12.78 13.13
C -14.22 -11.21 8.57
C -8.34 -17.07 6.39
C -9.32 -11.13 14.50
C -8.71 -11.31 5.84
C -7.70 -18.10 5.68
C -8.30 -11.89 12.49
C -6.93 -10.79 10.83
C -6.19 -10.12 11.74
C -6.37 -17.96 5.31
C -13.55 -12.44 8.43
C -11.46 -11.25 8.60
C -11.89 -7.67 8.92
C -8.30 -14.84 7.39
C -5.69 -11.85 6.07
C -8.36 -11.85 15.20
C -13.55 -10.01 8.37
C -7.49 -12.69 14.52
B -12.61 -13.37 12.70
H -9.44 -10.46 5.84
H -11.21 -6.88 8.63
H -9.39 -17.08 6.58
H -9.16 -12.20 6.34
H -8.33 -11.80 16.30
H -8.31 -18.96 5.38
H -8.49 -11.58 4.78
H -9.99 -10.61 12.50
H -15.24 -11.23 8.88
H -5.92 -18.68 4.63
H -12.09 -14.53 7.93
H -14.08 -13.38 8.50
H -5.20 -11.31 5.20
H -3.56 -9.08 9.81
H -4.83 -10.28 8.18
H -6.08 -12.83 5.67
H -4.56 -16.79 5.47
H -6.51 -10.16 12.80
H -5.63 -15.02 6.99
H -6.77 -13.44 12.60
H -7.96 -8.41 6.78
H -6.77 -13.21 15.17
H -10.11 -10.59 14.99
H -4.94 -12.05 6.86
H -6.82 -8.63 5.43
H -11.79 -7.68 10.02
H -12.90 -7.37 8.64
H -6.28 -8.44 7.18
H -14.07 -9.05 8.26
H -4.55 -8.83 12.23
*
```

=====

# 6
This record from the Open Molecules 2025 dataset describes C30H30BCoF3N2O2SSb as an isolated structure in a non-equilibrium geometry. The level of theory is wB97M-V/def2-TZVPD.

Computed properties:
HOMO-LUMO gap (spin up / spin down) in eV: 8.14 / 7.56
E_LUMO (spin up / spin down) in eV: -2.415 / -3.089
HOMO energy (spin up / spin down) in eV: -10.55 / -10.65
Molecular weight in g/mol: 731.148
Total energy in hartree: -3766.64324
ΔE to the lowest compared entry with this formula, charge and spin in kJ/mol: 0.0

Geometry as ORCA input:
```
! wB97M-V def2-TZVPD RIJCOSX def2/J DEFGRID3
* xyz 1 4
Sb -1.65 0.79 -0.66
Co 1.67 0.90 -0.60
S 2.04 1.31 1.76
F -1.85 -5.30 -1.81
F -7.73 1.71 -1.54
F -1.25 2.05 5.46
O 2.02 -2.07 -1.76
O 1.29 -2.15 0.43
N 1.65 3.05 -0.87
N 3.71 1.27 -0.85
C -1.77 -4.00 -1.50
C 2.09 3.14 1.63
C -1.74 -1.31 -0.93
C -5.63 2.65 -0.97
C -1.80 2.73 3.25
C -1.53 1.10 1.42
C -2.29 -2.24 -0.01
C 1.55 -3.45 -0.01
C 4.29 0.44 0.21
C -6.43 1.55 -1.29
C 1.99 -3.38 -1.33
C -3.73 1.14 -0.86
C 4.09 2.69 -0.89
C 3.80 0.85 1.60
C -1.16 -3.14 -2.39
C -1.87 2.38 1.91
C 2.94 3.43 -1.52
C -4.56 0.10 -1.26
C 1.39 -4.62 0.70
C -5.90 0.30 -1.46
C -1.12 0.46 3.74
C -1.14 -1.79 -2.08
C -1.18 0.15 2.39
C -1.40 1.75 4.14
C -4.28 2.43 -0.72
C -2.29 -3.59 -0.30
C 2.16 -5.74 -1.30
C 1.35 3.72 0.42
C 1.74 -5.78 0.02
C 2.31 -4.55 -1.99
B 1.56 -1.30 -0.66
H -0.82 -0.31 4.46
H 3.98 0.87 -1.76
H 3.06 4.52 -1.46
H 3.13 3.45 1.74
H -2.24 3.14 1.25
H 4.43 1.64 2.03
H 2.34 -6.64 -1.82
H 1.57 3.54 2.49
H 1.61 -6.74 0.53
H -2.71 -4.33 0.38
H -0.72 -3.58 -3.28
H 1.01 -4.60 1.71
H 1.58 4.79 0.34
H -0.64 -1.10 -2.75
H 2.62 -4.53 -3.01
H 0.92 3.30 -1.53
H 2.90 3.12 -2.55
H -2.75 -1.88 0.89
H 4.27 2.98 0.14
H 4.02 -0.58 -0.01
H 0.25 3.66 0.55
H 4.97 2.79 -1.50
H -6.56 -0.50 -1.74
H -6.02 3.63 -0.88
H -4.22 -0.91 -1.41
H 5.40 0.51 0.24
H -0.91 -0.87 2.09
H -2.09 3.71 3.60
H 3.91 -0.04 2.23
H -3.64 3.28 -0.52
*
```